(1)
{"formula": "C16H20F5N3OPdTe", "method": "the ωB97M-V functional and the def2-TZVPD basis", "total_energy_ev": -47795.8682, "e_above_lowest_kcal_mol": 0.00, "lumo_ev": -0.18, "orbital_gap_ev": 7.259, "species": ["Pd", "C", "N", "C", "C", "C", "C", "C", "C", "C", "N", "C", "C", "C", "C", "C", "C", "N", "C", "C", "H", "H", "H", "H", "H", "H", "H", "H", "H", "H", "H", "H", "H", "H", "H", "H", "H", "H", "H", "H", "F", "Te", "F", "F", "F", "F", "O"], "positions_angstrom": [[-0.57, -0.04, 0.59], [-1.96, -2.41, -0.10], [-0.55, -2.09, 0.24], [-0.12, -2.95, 1.36], [0.31, -2.28, -0.95], [0.46, -3.54, -1.51], [1.19, -3.70, -2.68], [1.74, -2.58, -3.29], [1.59, -1.32, -2.73], [0.91, -1.14, -1.52], [0.70, 0.05, -0.86], [1.25, 1.30, -1.06], [2.42, 1.61, -1.75], [2.89, 2.92, -1.80], [2.21, 3.95, -1.17], [1.04, 3.66, -0.47], [0.58, 2.37, -0.42], [-0.68, 2.01, 0.26], [-1.02, 2.91, 1.39], [-1.79, 2.12, -0.74], [-2.06, -3.47, -0.34], [-2.26, -1.82, -0.96], [-2.59, -2.16, 0.76], [-0.19, -4.01, 1.07], [-0.78, -2.78, 2.21], [0.90, -2.71, 1.64], [0.00, -4.40, -1.05], [1.31, -4.68, -3.11], [2.28, -2.68, -4.22], [1.99, -0.47, -3.26], [3.01, 0.83, -2.19], [3.81, 3.12, -2.33], [2.59, 4.96, -1.20], [0.52, 4.45, 0.04], [-1.31, 3.89, 1.02], [-0.16, 3.00, 2.05], [-1.85, 2.47, 1.94], [-1.88, 3.16, -1.06], [-2.72, 1.79, -0.27], [-1.56, 1.49, -1.59], [0.05, -1.27, 3.72], [-1.41, -0.12, 3.93], [-0.19, 1.29, 3.75], [-2.75, 1.07, 4.40], [-0.94, -0.08, 5.72], [-2.50, -1.54, 4.39], [-1.91, -0.16, 2.18]], "nbo_charge": [0.90, -0.42, -0.43, -0.41, 0.15, -0.23, -0.26, -0.18, -0.26, 0.13, -0.57, 0.13, -0.26, -0.18, -0.25, -0.24, 0.16, -0.43, -0.42, -0.42, 0.19, 0.22, 0.24, 0.19, 0.23, 0.23, 0.21, 0.22, 0.22, 0.22, 0.22, 0.22, 0.22, 0.22, 0.19, 0.23, 0.23, 0.20, 0.22, 0.22, -0.63, 3.46, -0.63, -0.62, -0.60, -0.62, -1.18]}


(2)
{"formula": "H29O15", "method": "the ωB97M-V functional and the def2-TZVPD basis", "total_energy_ev": -31183.5913, "e_above_lowest_kcal_mol": 60.63, "lumo_ev": 2.26, "orbital_gap_ev": 9.012, "charge": -1, "species": ["O", "H", "H", "O", "H", "H", "O", "H", "H", "O", "H", "H", "O", "H", "H", "O", "H", "H", "O", "H", "H", "O", "H", "H", "O", "H", "H", "O", "H", "O", "H", "H", "O", "H", "H", "O", "H", "H", "O", "H", "H", "O", "H", "H"], "positions_angstrom": [[0.91, 4.39, -1.54], [0.94, 5.33, -1.62], [-3.66, -0.20, 1.28], [-0.90, -3.01, -0.10], [-0.08, -3.44, 0.11], [-0.93, -2.08, -0.33], [-4.50, 0.19, 1.00], [-4.29, 1.00, 0.55], [1.47, 0.76, 3.13], [4.40, 1.92, -3.20], [3.74, 1.39, -2.70], [3.73, 2.62, -3.00], [-0.08, 1.72, 1.04], [0.40, 1.76, 0.21], [-0.52, -0.37, -0.37], [-3.19, 1.92, 3.82], [-2.85, 1.66, 2.95], [-2.64, 1.22, 4.28], [0.15, -0.69, 1.56], [0.04, 0.59, 1.17], [0.32, -0.84, 2.49], [0.85, 2.32, -4.05], [0.42, 2.67, -3.25], [1.07, 3.84, -0.77], [-2.31, -2.69, -3.35], [-1.79, -2.46, -4.12], [-2.43, -2.07, -2.62], [-2.63, -4.56, -0.53], [-2.95, -3.91, -1.18], [-2.30, -1.38, 1.42], [-1.36, -1.10, 1.24], [-2.32, -2.32, 1.18], [4.99, 0.77, 0.90], [4.51, 0.52, 1.68], [5.19, -0.05, 0.40], [-0.30, -0.09, -1.27], [0.65, -0.16, -1.36], [1.40, 2.96, -4.50], [1.04, 1.43, 3.66], [0.26, 1.71, 3.14], [-1.69, -4.63, -0.58], [2.53, -2.13, 0.68], [2.98, -2.57, 1.39], [1.70, -1.91, 1.15]], "nbo_charge": [-1.01, 0.50, 0.50, -0.99, 0.49, 0.50, -0.98, 0.45, 0.47, -0.92, 0.46, 0.46, -1.08, 0.44, 0.48, -0.94, 0.47, 0.46, -1.21, 0.49, 0.46, -0.97, 0.50, 0.52, -0.99, 0.49, 0.50, -0.96, 0.48, -1.03, 0.49, 0.50, -0.95, 0.47, 0.47, -0.95, 0.47, 0.47, -0.97, 0.50, 0.48, -0.97, 0.45, 0.50]}